[1]
This record from OMol25 describes a 6-piece molecular cluster, C48H69N6O14P2 overall at a distorted geometry. The level of theory is wB97M-V/def2-TZVPD.

The geometry in XYZ format:
```
139
Properties=species:S:1:pos:R:3:mulliken_charge:R:1
P -1.9857 -3.9459 2.1939 1.739
P -3.6532 -5.0419 1.1549 0.127
O -0.7260 9.5555 -0.8909 -0.611
O 0.4208 6.0108 -5.9496 -0.631
O -0.0200 3.9757 -5.4284 -0.613
O 9.1276 -5.2088 -0.5021 -0.601
O -5.5495 0.2009 -2.6768 -0.651
O -0.5799 -3.1598 2.9259 -0.518
O -4.5733 -1.2549 -1.4372 -0.580
O 5.1626 4.9459 -0.2069 -0.336
O 2.3012 -3.0848 1.4410 -0.510
O -3.0547 -3.0034 3.1505 -0.574
O 2.8120 -1.8901 3.1513 -0.588
O -2.6064 9.3325 0.1201 -0.588
O 9.3405 -3.9253 -2.2096 -0.607
O -1.7985 -5.2000 3.3792 -0.807
N 3.0723 -2.4085 2.0876 1.028
N -0.0762 5.1701 -5.2266 1.053
N -0.1129 -6.1349 1.6072 -0.541
N 8.9257 -4.9277 -1.6639 1.057
N -5.5537 -0.7944 -1.9756 1.058
N -1.6885 10.0040 -0.3025 1.057
C 5.8102 4.7657 1.0491 -0.700
C -8.1298 -3.1987 -0.7245 -0.525
C 3.8565 3.5544 -1.7234 -0.469
C -2.1420 -2.6105 0.8214 -1.086
C 6.8148 -7.8551 -2.6091 -0.443
C -0.7691 13.6194 -0.3510 -0.504
C -2.2000 -4.3888 6.4922 -1.158
C -3.4293 -3.4018 4.4300 -0.325
C -9.1970 -1.5881 -2.1653 -0.449
C 0.0732 1.8106 -0.4215 -0.576
C -5.5592 -6.0738 2.9989 -1.377
C -1.0313 0.6756 -0.4273 -0.750
C -2.8510 13.3611 0.8364 -0.472
C -0.8873 6.9922 -3.7815 -0.661
C 7.1037 -6.4468 -4.5440 -0.437
C 5.3428 -1.4696 2.2633 -0.312
C -0.7612 -4.9028 1.0143 -1.455
C -6.9029 -2.5867 -0.9405 0.042
C -1.3351 4.6969 -3.1636 -0.322
C -9.2744 -2.6991 -1.3333 -0.431
C 4.4143 -2.2070 1.5416 -0.199
C 2.5715 1.4046 -1.1442 -0.662
C -1.9630 -1.1275 1.2840 -0.537
C -6.8379 -1.4693 -1.7645 -0.183
C -1.9852 5.1374 -2.0206 -0.452
C 6.6217 -1.3014 1.7496 -0.501
C -1.8294 14.1726 0.3573 -0.387
C 8.1216 -5.8543 -2.4592 0.126
C 6.9599 -1.8641 0.5243 -0.548
C 7.8854 -5.5756 -3.7987 -0.331
C 6.5661 -7.5821 -3.9489 -0.389
C 6.0185 -2.5915 -0.1938 -0.617
C 5.2154 3.7317 -0.9557 -0.619
C -0.7852 5.6292 -4.0329 0.027
C 3.6496 2.0325 -2.0927 -0.938
C 4.7389 -2.7666 0.3143 -0.101
C -7.9753 -0.9673 -2.3835 -0.413
C -0.7226 12.2508 -0.5756 -0.264
C -2.8134 11.9921 0.6137 -0.281
C -3.3342 -6.9191 1.1952 -1.305
C -1.7447 11.4488 -0.0865 0.090
C 7.5977 -6.9907 -1.8573 -0.368
C -2.4048 -3.0989 5.5949 -0.326
C 1.1014 1.6996 -1.6181 -0.211
C -0.6906 -0.5106 0.5398 -0.241
C -2.0868 6.4976 -1.7545 -0.385
C -1.5424 7.4245 -2.6363 -0.213
C -5.2941 -4.8279 2.0715 -0.039
H -1.4848 -2.9192 -0.0178 0.531
H 2.6999 0.3024 -1.1090 0.237
H -5.4218 -3.8591 2.5888 0.427
H 3.0076 3.9119 -1.1003 0.317
H -8.1927 -4.0652 -0.0786 0.370
H -5.8742 -6.9783 2.4365 0.373
H -4.3013 -2.7299 4.6929 0.369
H 5.3411 2.8575 -0.2808 0.405
H -1.7628 -0.9839 2.3598 0.167
H 7.9606 -1.7365 0.1281 0.458
H -2.4115 4.4182 -1.3326 0.464
H -6.1005 -4.8707 1.2907 0.076
H 6.2843 -3.0260 -1.1496 0.508
H 1.0950 2.6643 -2.1852 0.044
H 0.7655 0.9271 -2.3408 0.433
H -1.9588 -5.2887 5.8993 0.262
H -3.6757 13.7958 1.3864 0.364
H -0.0072 -2.7907 2.2531 -0.059
H 0.0944 -4.2853 0.6502 0.355
H 4.6354 1.5249 -1.9536 0.392
H 5.0867 -1.0290 3.2171 0.485
H -10.0907 -1.2033 -2.6403 0.357
H 0.1071 11.8270 -1.1249 0.436
H 0.1412 -6.7675 0.8499 0.229
H -1.6250 8.4754 -2.4319 0.386
H -6.4002 -5.8608 3.7098 0.365
H -1.8590 15.2406 0.5377 0.369
H -2.8330 -2.3466 6.3048 0.385
H -6.0180 -2.9861 -0.4609 0.560
H -10.2314 -3.1769 -1.1583 0.374
H 6.7865 4.2444 0.8878 0.293
H 6.3952 -8.7406 -2.1495 0.375
H -4.2365 -7.5150 0.9481 0.521
H 7.7864 -7.2094 -0.8153 0.443
H 6.9097 -6.2391 -5.5884 0.369
H -1.9955 1.1311 -0.1239 0.445
H 0.0231 14.2550 -0.7249 0.365
H -3.8943 -4.4106 4.5353 -0.096
H -3.1808 -2.7003 0.4243 -0.094
H -1.3290 -5.2041 0.0929 0.660
H 5.2097 4.0946 1.7100 0.284
H 3.8880 4.1695 -2.6521 0.345
H -2.8579 -7.2678 2.1318 0.188
H -0.1562 -1.2783 -0.0651 0.159
H -0.3830 2.8232 -0.4661 0.191
H -1.2646 3.6344 -3.3555 0.504
H 4.0126 -3.3368 -0.2492 0.496
H -2.5896 6.8376 -0.8576 0.410
H 7.3566 -0.7339 2.3063 0.392
H -3.6118 11.3669 0.9894 0.435
H -1.4508 -4.1287 7.2683 0.371
H 5.9585 5.7214 1.5820 0.239
H 3.3616 1.8971 -3.1588 0.376
H 0.6554 1.7586 0.5253 0.391
H 8.2974 -4.6925 -4.2676 0.438
H -1.1045 -4.9360 3.9845 0.286
H -1.1005 0.3340 -1.4828 0.249
H -0.4630 7.7190 -4.4607 0.430
H 0.0570 -0.1654 1.2989 0.280
H 0.7210 -5.7640 2.0583 0.236
H -7.9240 -0.1006 -3.0281 0.431
H -2.8340 -0.5006 0.9922 0.454
H -1.4517 -2.6652 5.2403 0.174
H 5.9496 -8.2561 -4.5314 0.369
H -2.6049 -7.1050 0.3702 0.371
H 2.7543 1.8411 -0.1336 0.335
H 6.0108 3.7789 -1.7363 0.230
H -4.6781 -6.3636 3.6072 0.230
H -3.1616 -4.5709 7.0279 0.303
```

Output
charge	-1
largest force on an atom	2.53	eV/A
lowest unoccupied orbital energy	0.23	eV



[2]
This record from OMol25 describes a 12-piece molecular cluster, C48H72O30 overall at a distorted geometry. The level of theory is wB97M-V/def2-TZVPD.

The geometry in XYZ format:
```
150
Properties=species:S:1:pos:R:3:mulliken_charge:R:1
O -0.0099 5.7343 3.0118 -0.544
O 1.2254 4.0221 3.7633 -0.365
O 3.9717 -2.8838 -4.1439 -0.422
O 0.8041 -5.8066 -3.6462 -0.646
O 0.7075 5.9419 -1.0377 -0.637
O -5.7787 0.0602 2.6621 -0.322
O 2.0852 4.4505 -0.1536 0.234
O 4.5898 -1.7893 -6.0506 -0.631
O 1.7205 1.4934 -4.8754 -0.331
O 1.6779 3.0159 -3.4015 -0.357
O 1.4774 -3.4398 2.5595 0.232
O -3.7048 -6.2605 2.7691 -0.365
O 3.4375 -4.5966 2.8746 -0.623
O -1.6701 -7.0182 2.0904 -0.546
O -2.5873 -5.2295 1.1456 -0.128
O 3.9596 -1.6773 -0.0272 0.145
O -2.2727 0.6755 -3.7328 -0.111
O -0.2024 -1.2339 1.1432 0.307
O 3.6847 0.5212 0.1198 -0.400
O -4.9412 3.2931 -1.3274 -0.679
O -3.7371 -0.8476 -3.3057 -0.388
O -0.6178 0.1718 -0.5288 1.081
O 2.0300 -5.7817 -1.7421 -0.383
O 2.2694 5.7839 2.9146 -0.323
O 3.6146 2.0495 -3.7270 -0.632
O -1.6175 -1.8776 -0.5645 -0.398
O -2.1846 -1.4243 -4.6770 -0.634
O -2.9406 4.3645 -1.3602 -0.163
O -6.2748 2.0548 1.8816 -0.637
O 2.7571 -1.2369 -4.8032 -0.450
C 0.8748 -1.5281 -3.5586 -0.966
C -3.6089 -4.3066 1.4809 1.032
C -4.3784 -3.9904 0.1972 -1.514
C -2.0974 5.0432 -0.4945 0.991
C 4.2428 -0.4668 0.4885 -0.089
C -4.1359 4.0575 -0.7644 0.562
C -2.7222 -0.5873 -3.9881 0.379
C 3.0360 -2.6899 -3.1290 1.802
C 0.9023 -5.5706 -2.4346 0.359
C 1.0633 5.2651 3.2991 0.725
C -0.1328 -5.0209 -1.4809 -0.054
C 5.2388 -2.1456 1.8152 -0.618
C 1.8035 5.3955 -1.0651 0.066
C 2.4384 2.1726 -3.9732 0.489
C -4.7492 -0.7485 3.1665 -0.117
C 5.0861 -0.6527 1.7470 -0.221
C -0.2979 4.3364 -3.9430 -1.645
C 0.1431 -3.4772 3.0805 -0.055
C 0.2454 0.8483 0.2780 0.534
C -4.4663 -5.1764 2.4100 -0.433
C 3.2874 4.9283 3.3031 -0.312
C 0.4450 -0.0435 1.5121 -0.128
C -3.4368 -0.0218 2.8088 0.367
C 0.2743 2.9572 -3.7406 2.577
C 2.3644 -1.3912 -3.4709 0.969
C -2.5559 -6.2226 2.0560 0.466
C 0.7402 -4.6317 -0.3033 1.714
C -4.5920 -0.0392 -1.2253 -1.090
C 0.1612 -4.6399 4.0993 -0.638
C 0.4046 2.1200 -5.0221 -0.144
C 2.6050 3.7198 3.9120 0.424
C -2.6944 4.8923 0.8920 -0.037
C 2.9775 5.5885 -1.9637 -0.105
C 2.8293 2.3907 3.2367 -1.081
C -3.1453 1.3732 -2.8338 0.924
C -4.1189 4.5814 0.6677 -0.442
C 3.3690 3.8682 -0.2961 0.527
C 4.0157 4.7143 -1.4436 -1.003
C 3.8551 -1.9224 -5.0750 0.563
C 4.7418 -2.6823 0.4515 0.141
C -4.2071 0.3333 -2.6346 0.310
C -0.8284 -1.0705 -0.0622 -0.759
C -0.2270 2.2603 0.5628 1.060
C 2.3167 -4.2445 3.3061 0.215
C 1.6371 -4.7387 4.5718 -0.784
C 1.9773 -5.5140 -0.3774 -0.508
C -3.8766 1.3390 2.2957 0.760
C -5.4187 1.2200 2.2503 0.288
H 4.3086 3.9674 -2.1815 0.354
H -0.2842 2.4368 -2.9625 -1.200
H -1.3151 2.1949 0.5673 -0.948
H -4.8842 5.3502 0.7741 0.304
H 2.1675 1.6068 3.6048 0.360
H -0.0723 2.9421 -0.2734 -1.033
H -3.8473 -3.1880 -0.3148 0.000
H -0.2048 4.7737 -4.9371 0.373
H 3.8628 2.0648 3.3531 0.420
H -0.5788 -4.4270 4.8708 0.547
H 0.0362 -2.5367 3.6210 0.323
H -5.1731 0.5577 -3.0869 0.192
H -5.3879 -5.4498 1.8961 0.325
H -2.1802 4.1649 1.5203 -0.043
H -3.2196 -3.4565 2.0410 -0.076
H 4.5635 -0.1603 2.5671 -0.002
H 3.1319 6.6648 -2.0400 0.572
H -2.5437 5.8124 1.4565 0.610
H -2.7459 1.6584 -1.8606 -0.819
H -0.8735 -5.7740 -1.2121 0.259
H 6.0373 -0.1236 1.6895 0.377
H 3.8666 4.5742 2.4504 0.052
H 6.2410 -2.5095 2.0417 0.470
H -2.7878 0.1440 3.6686 0.474
H 2.3136 -3.5033 -3.0603 -0.575
H 1.8821 -4.0635 5.3917 0.290
H 1.8881 -5.7781 4.7832 0.361
H 0.1977 2.5888 -5.9841 0.244
H 2.8421 3.7437 4.9756 0.444
H -4.6998 -4.5931 3.3006 0.311
H 0.9877 -3.5738 -0.3906 -0.611
H 4.2516 -3.6478 0.5767 -0.291
H -2.9166 -0.6402 2.0773 -0.767
H -0.6569 -3.5976 2.3500 -0.183
H -3.6045 2.1481 2.9734 0.539
H -4.6656 -0.9978 4.2243 0.235
H 1.7599 -6.4524 0.1328 0.386
H -1.3429 4.3243 -3.6334 0.314
H -4.6754 -1.7122 2.6628 0.052
H -5.3263 -3.5408 0.4927 0.506
H -1.1677 4.4818 -0.5870 -0.964
H 5.5744 -2.7393 -0.2496 0.419
H 0.4950 -2.3480 -4.1682 0.536
H -3.6711 -0.4128 -0.7776 -0.102
H 3.8555 3.8012 0.6769 0.171
H -3.5778 2.2682 -3.2810 0.485
H -0.0462 -5.5492 3.5351 0.125
H -0.6878 -4.2127 -1.9574 0.048
H -4.6027 -4.7816 -0.5182 0.437
H 3.9031 5.4134 4.0605 0.335
H 0.2715 -4.7534 0.6732 -0.479
H 2.7793 5.1601 -2.9462 -0.026
H 4.6735 -2.5031 2.6758 -0.004
H -2.1139 6.1093 -0.7208 0.321
H 2.6958 2.4452 2.1562 0.020
H 0.1098 5.1040 -3.2852 0.254
H 0.1964 0.3753 2.4873 0.424
H 0.2213 2.6984 1.4545 0.086
H -5.2868 -0.8781 -1.2644 0.496
H 0.3579 -1.5884 -2.6009 0.086
H -4.4769 3.8100 1.3495 -0.121
H 2.8954 -5.2005 0.1196 0.073
H 1.2022 0.9412 -0.2359 -0.340
H -3.5058 1.6237 1.3110 -0.871
H 1.5183 -0.1317 1.6806 -0.141
H -0.4698 1.4833 -4.8879 0.050
H 3.4134 -2.6885 -2.1065 -0.790
H 4.9218 5.2522 -1.1646 0.324
H 2.7222 -0.5663 -2.8547 -0.229
H 0.4380 -0.6087 -3.9483 -0.095
H 3.1873 2.8232 -0.5472 -0.403
H -5.0367 0.7690 -0.6446 0.343
```

Output
largest force on an atom	5.17	eV/A
lowest unoccupied orbital energy	-0.46	eV



[3]
This record from OMol25 describes an isolated ion of composition C48H73N16O8 and charge +1 at a distorted geometry. The level of theory is wB97M-V/def2-TZVPD.

The geometry in XYZ format:
```
145
Properties=species:S:1:pos:R:3:mulliken_charge:R:1
O 3.5735 0.8023 -1.6424 -0.990
O -2.0344 -2.1479 1.8019 -0.446
O -0.0405 -1.2257 3.6754 0.053
O -4.6940 0.9077 2.6599 -0.651
O -6.3623 0.6136 1.2033 -0.493
O 0.8623 -0.5035 -1.6377 -0.141
O -2.9021 5.3646 -0.4451 -0.712
O -5.3920 -1.8391 0.4263 -0.404
N 0.2938 1.9963 0.4648 0.951
N 4.5925 -1.1258 -0.0225 0.986
N -3.9600 0.6164 -0.9053 0.021
N 5.3840 2.0969 -1.2860 0.329
N -4.5068 2.5638 -0.2637 0.024
N -6.6243 0.6581 -3.4029 -0.722
N 3.8925 1.5832 2.1860 -0.572
N -3.7308 1.5181 -0.0255 0.545
N -1.9104 3.7638 0.7682 0.387
N 0.5845 -1.4718 0.9712 3.368
N 2.4495 2.6863 0.6942 -0.078
N 4.7980 -1.3117 1.2760 -1.466
N 3.7833 -1.9054 1.7756 -0.243
N 1.6470 0.8520 1.9649 0.015
N 4.6628 3.2785 0.8269 -0.017
N 3.0667 0.1225 3.6759 0.018
C 5.5080 -0.3188 -0.7800 -0.753
C -5.6296 1.3368 2.0256 0.557
C 0.7706 -0.4328 4.5185 -0.722
C -4.8994 3.7274 1.9361 -0.416
C 3.6501 2.4704 1.2286 0.177
C -1.7803 2.6301 1.6583 -0.973
C -2.9980 4.3756 0.2585 0.426
C 5.3562 -1.0292 -3.2428 -1.495
C 7.5985 -0.5987 -2.1723 -0.413
C -5.2860 -3.7245 -2.4476 -0.314
C -0.3390 -0.2973 -2.2774 0.303
C -6.3383 -2.6382 -0.2708 -0.668
C 2.8741 -2.1203 0.8029 0.177
C -3.1810 -1.5231 1.2403 0.644
C -0.6100 -5.2860 -0.8477 -1.846
C -2.8443 0.0543 -3.4575 0.771
C -4.2149 0.2752 -4.0259 -1.738
C 4.6138 3.2902 -1.6077 -0.663
C -4.9000 1.0588 -1.7658 -0.448
C -5.7969 -3.2392 -1.4794 -0.092
C 1.1152 -3.7160 0.0472 -1.212
C -0.5860 0.8186 -3.0582 -1.023
C -6.0915 2.7801 2.0958 -0.918
C -5.3239 0.2302 -2.9323 1.626
C 2.8464 0.8487 2.5726 -0.873
C -1.3333 -1.2559 -2.1113 0.100
C 0.0093 -5.4001 1.5713 -1.922
C -4.4162 3.7993 0.4766 -0.321
C 8.3845 -1.4631 -3.1523 -1.537
C -0.1791 -4.4735 0.3727 2.910
C 6.1655 -1.1003 -1.9504 0.177
C -1.8367 0.9938 -3.6278 -0.806
C 6.0271 2.8173 0.9445 -1.073
C 1.4907 1.8502 1.0722 0.240
C 3.3963 -1.6285 -0.3768 -0.264
C -2.5648 -1.0838 -2.7076 -0.081
C 1.5025 -2.6411 1.0620 0.475
C 4.7278 0.9191 -1.2568 0.145
C -0.9392 1.5015 1.0263 0.957
C -0.6113 4.2486 0.3317 -1.425
C 6.5351 2.4364 -0.4716 -0.623
C -1.4217 -1.1985 3.9720 -0.744
C -5.2626 2.3259 -1.3608 -0.598
C 2.2311 -0.8632 4.3173 -0.786
C 0.0853 3.1186 -0.4245 -0.360
C -4.2768 -2.5469 0.9254 -1.089
C -2.0788 -2.3482 3.2052 -0.869
C 4.4498 4.1310 -0.3192 -0.868
H 7.2631 1.6311 -0.4300 0.271
H -6.5371 2.9344 3.0804 0.471
H 6.6497 3.6086 1.3710 0.409
H 3.6441 2.9641 -1.9831 0.258
H 0.1964 1.5475 -3.2180 0.525
H -4.2528 1.2495 -4.5210 0.282
H -4.8835 -4.1594 -3.3142 0.424
H 5.4177 -0.0349 -3.6804 0.334
H -1.5325 1.0390 0.2331 -0.606
H -0.9725 -3.7584 0.6071 -1.242
H -4.4420 -0.4927 -4.7706 0.321
H 0.7844 -6.1349 1.3658 0.388
H -4.1128 3.4006 2.6133 0.186
H 9.4199 -1.1343 -3.1841 0.448
H -1.8706 -0.2380 3.6821 0.144
H 4.3089 -1.2582 -3.0723 0.091
H 7.0165 3.2936 -0.9488 0.503
H -0.7839 -4.6409 -1.7063 0.339
H 7.5687 0.4283 -2.5435 0.191
H -2.0234 1.8814 -4.2150 0.370
H -6.0053 -0.2965 1.0670 0.625
H -1.5288 -5.8276 -0.6380 0.419
H -2.8746 -1.0466 0.3071 -0.970
H -6.5761 1.5905 -3.7999 0.300
H -1.1351 -2.1352 -1.5186 0.387
H 6.0221 1.9599 1.6191 0.431
H 8.3677 -2.5049 -2.8413 0.352
H -3.5724 -0.7509 1.9073 0.506
H -0.7150 0.7703 1.7988 -0.418
H 7.9793 -1.3925 -4.1572 0.316
H -1.5851 -1.3477 5.0475 0.607
H -2.7437 2.1932 1.9020 -0.271
H 3.4494 4.5551 -0.2591 0.477
H 2.2357 -1.7972 3.7444 0.230
H -3.1069 -2.4713 3.5503 0.753
H 1.5027 0.2002 -1.8304 -0.080
H -5.9704 3.0295 -1.7409 0.546
H -0.3714 -1.7145 1.2972 -0.158
H -0.0131 4.5372 1.2016 0.283
H 0.6468 0.6319 4.2848 0.187
H -4.5636 -3.1112 1.8273 0.439
H 0.1573 -6.0092 -1.1141 0.411
H 0.2907 -4.8478 2.4642 0.362
H 1.0507 3.4447 -0.8059 0.224
H -5.4225 -0.8021 -2.5810 -0.903
H 4.0390 0.1231 3.9441 0.417
H -0.9144 -5.9327 1.7821 0.482
H 2.6882 -1.0617 5.2870 0.529
H -0.7647 5.1167 -0.3094 0.557
H 5.7411 -1.7471 -3.9608 0.576
H -6.7255 -3.4349 0.3841 0.386
H 0.9482 -0.6480 1.5498 -1.355
H 6.2749 -0.0541 -0.0498 0.997
H -3.9100 -3.2594 0.1756 0.418
H 1.4563 -3.0296 2.0810 0.708
H 8.1277 -0.6029 -1.2159 0.363
H -5.1894 4.7369 2.2293 0.537
H -1.2838 2.9811 2.5726 0.457
H -6.8539 2.9509 1.3363 0.268
H 1.9327 -4.4374 -0.0118 0.656
H -5.0714 4.5024 -0.0523 0.472
H 5.1874 4.9349 -0.2752 0.341
H -3.3258 -1.8355 -2.5700 0.194
H 1.0269 -3.2451 -0.9339 0.145
H 3.0153 -1.6071 -1.3714 0.681
H -7.1538 -1.9572 -0.5342 0.406
H 0.4727 -0.5914 5.5633 0.599
H 5.1345 3.8537 -2.3857 0.578
H -0.5582 2.7853 -1.2443 0.159
H -1.5203 -3.2675 3.4006 0.311
H -6.9664 0.0322 -4.1227 0.307
H 0.5639 -1.1470 -0.0152 -0.483
H 6.2210 -2.1468 -1.6272 0.624
```

Output
charge	+1
largest force on an atom	1.30	eV/A
lowest unoccupied orbital energy	-1.18	eV